No. 1
Entry from the Open Molecules 2025 dataset: a 12-piece molecular cluster, H24O12 overall in a non-equilibrium geometry (the ωB97M-V functional and the def2-TZVPD basis).

Last column: natural (NBO) charge in e.
CARTESIAN COORDINATES (ANGSTROEM)
H: 0.753 0.449 0.627  0.468
H: 0.805 -0.614 1.770  0.464
H: -0.598 3.228 -0.216  0.465
H: -1.867 3.938 -0.802  0.475
H: -2.743 -3.097 1.294  0.477
H: -2.113 -1.638 1.348  0.465
H: 4.170 3.079 1.948  0.461
H: 5.105 2.703 0.877  0.477
H: 2.239 -1.159 -3.093  0.468
H: 1.951 -1.634 -1.605  0.476
H: -3.865 0.448 0.305  0.455
H: -3.218 1.198 -0.925  0.481
H: -1.838 -3.180 3.199  0.477
H: -2.938 -2.126 3.377  0.461
H: -1.518 -4.035 -2.139  0.460
H: -0.371 -3.319 -1.485  0.470
H: 2.208 1.677 -2.004  0.459
H: 2.509 2.417 -0.783  0.467
H: 0.087 2.273 -2.631  0.440
H: 0.393 0.885 -3.223  0.479
H: -1.675 -1.281 -1.525  0.475
H: -1.177 0.063 -1.170  0.461
H: 2.433 1.582 4.196  0.465
H: 2.290 0.085 4.140  0.459
O: 0.766 -0.477 0.756  -0.932
O: -1.529 3.378 -0.078  -0.939
O: -2.092 -2.436 0.830  -0.943
O: 4.169 2.889 1.039  -0.937
O: 1.545 -1.512 -2.456  -0.942
O: -3.065 0.467 -0.344  -0.939
O: -2.650 -2.951 3.705  -0.936
O: -1.030 -3.251 -2.146  -0.926
O: 2.979 2.016 -1.560  -0.929
O: -0.247 1.313 -2.642  -0.916
O: -1.607 -0.424 -1.961  -0.939
O: 2.633 0.745 4.672  -0.924

Results
structure (SMILES)	O.O.O.O.O.O.O.O.O.O.O.O
LUMO level	-0.34	eV
E_HOMO	-8.757	eV
energy above the lowest of the compared OMol25 structures with the same formula, charge and spin	4.6601	eV
largest force on an atom	4.530	eV/Å

***

No. 2
Entry from the Open Molecules 2025 dataset: C29H33Br2N3NaOS5 as an isolated structure in a non-equilibrium geometry (the ωB97M-V functional and the def2-TZVPD basis).

Last column: Löwdin charge in e.
CARTESIAN COORDINATES (ANGSTROEM)
Na: 0.017 -0.239 1.386  0.061
C: 2.666 1.018 4.634  -0.069
C: 1.662 2.179 4.745  -0.364
C: 2.224 3.406 4.022  -0.082
C: 0.287 1.770 4.222  -0.197
C: -0.510 2.635 3.475  -0.069
C: -1.747 2.231 2.980  -0.054
C: -2.249 0.958 3.232  -0.286
C: -3.592 0.522 2.698  -0.044
C: -1.477 0.106 4.018  -0.055
C: -0.231 0.500 4.492  -0.028
H: 3.682 1.383 4.810  0.073
H: 2.636 0.572 3.634  0.054
H: 2.469 0.226 5.362  0.067
H: 1.548 2.430 5.805  0.131
H: 2.240 3.231 2.940  0.067
H: 3.246 3.599 4.357  0.073
H: 1.635 4.308 4.215  0.071
H: -0.163 3.632 3.240  0.097
H: -2.327 2.924 2.373  0.112
H: -3.802 1.005 1.741  0.067
H: -4.395 0.783 3.394  0.075
H: -3.611 -0.559 2.542  0.073
H: -1.858 -0.879 4.267  0.116
H: 0.335 -0.193 5.104  0.109
C: -2.648 1.559 -1.585  -0.037
C: -2.854 0.065 -1.492  -0.356
C: -3.630 -0.630 -2.454  -0.045
C: -3.776 -1.986 -2.357  -0.049
C: -3.171 -2.693 -1.289  -0.217
C: -3.254 -4.088 -1.074  -0.649
Br: -4.189 -5.206 -2.313  0.686
C: -2.665 -4.672 0.021  -0.197
C: -1.956 -3.900 0.945  -0.609
Br: -1.164 -4.747 2.444  0.730
C: -1.799 -2.498 0.827  -0.431
O: -1.184 -1.768 1.642  -0.142
C: -2.443 -1.913 -0.354  -0.128
N: -2.290 -0.566 -0.492  0.189
H: -3.592 2.091 -1.427  0.078
H: -2.275 1.848 -2.575  0.068
H: -1.929 1.875 -0.826  0.052
H: -4.111 -0.080 -3.256  0.106
H: -4.357 -2.533 -3.089  0.070
H: -2.753 -5.739 0.179  0.087
S: 6.365 2.666 -1.744  0.380
C: 5.033 2.100 -0.915  -1.564
S: 4.939 0.561 -0.167  0.841
C: 3.253 0.580 0.365  -1.202
C: 2.597 1.745 0.104  -1.197
S: 0.923 2.116 0.366  0.489
S: 3.572 2.974 -0.710  0.838
S: 2.624 -0.897 1.020  0.473
C: 2.795 -1.176 -3.754  -0.047
C: 2.270 -1.265 -2.298  -0.156
N: 0.973 -0.604 -2.207  -0.111
C: 1.055 0.758 -2.725  -0.149
C: 1.297 0.721 -4.257  -0.050
N: 1.641 -0.704 -4.611  -0.091
C: 0.444 -1.596 -4.394  -0.057
C: -0.034 -1.362 -2.936  -0.127
H: 3.134 -2.133 -4.145  0.126
H: 3.596 -0.445 -3.851  0.134
H: 2.964 -0.790 -1.612  0.045
H: 2.161 -2.298 -1.972  0.127
H: 1.867 1.272 -2.219  0.077
H: 0.144 1.299 -2.478  0.094
H: 2.135 1.351 -4.550  0.131
H: 0.419 0.998 -4.839  0.126
H: 1.912 -0.749 -5.585  0.173
H: 0.770 -2.620 -4.565  0.127
H: -0.316 -1.336 -5.129  0.126
H: -0.202 -2.319 -2.441  0.134
H: -0.973 -0.812 -2.917  0.103

Results
LUMO level	1.07	eV
E_HOMO	-3.115	eV
charge	-1
energy above the lowest of the compared OMol25 structures with the same formula, charge and spin	0.8281	eV
largest force on an atom	1.833	eV/Å

***

No. 3
Entry from the Open Molecules 2025 dataset: one molecule with the formula C5H8N2 in a non-equilibrium geometry (the ωB97M-V functional and the def2-TZVPD basis).

Last column: natural (NBO) charge in e.
CARTESIAN COORDINATES (ANGSTROEM)
C: 1.672 0.939 -0.123  -0.397
N: 0.372 0.332 -0.338  -0.339
C: -0.506 0.542 -1.371  -0.079
C: -1.597 -0.274 -1.187  -0.295
C: -1.386 -1.003 0.011  -0.344
C: -0.162 -0.613 0.489  0.274
N: 0.400 -0.715 1.784  -0.836
H: 1.691 1.556 0.783  0.207
H: 2.421 0.152 -0.004  0.215
H: 1.923 1.559 -0.988  0.208
H: -0.271 1.248 -2.152  0.207
H: -2.463 -0.342 -1.829  0.220
H: -2.068 -1.674 0.521  0.217
H: -0.256 -0.073 2.220  0.369
H: 0.230 -1.635 2.183  0.373

Results
structure (SMILES)	Cn1cccc1N
LUMO level	1.01	eV
E_HOMO	-7.860	eV
energy above the lowest of the compared OMol25 structures with the same formula, charge and spin	0.6636	eV
largest force on an atom	1.319	eV/Å

***

No. 4
Entry from the Open Molecules 2025 dataset: a 6-piece molecular cluster, C6H24O6 overall in a non-equilibrium geometry (the ωB97M-V functional and the def2-TZVPD basis).

Last column: natural (NBO) charge in e.
CARTESIAN COORDINATES (ANGSTROEM)
C: 0.554 0.190 1.442  -0.066
O: 0.140 1.651 1.382  -0.792
C: -0.280 -0.589 0.297  -0.448
C: 0.632 -1.778 -0.093  -0.434
C: 1.407 -1.504 -1.368  -0.396
C: 2.956 -1.484 -1.367  -0.426
C: 3.370 -0.208 -0.855  -0.647
H: 1.653 0.223 1.406  0.181
H: 0.506 -0.261 2.392  0.178
H: 0.053 1.960 2.307  0.493
H: -0.467 0.042 -0.557  0.245
H: -1.204 -0.879 0.916  0.246
H: 0.145 -2.728 -0.401  0.223
H: 1.262 -2.160 0.719  0.207
H: 1.178 -0.596 -1.911  0.209
H: 1.297 -2.332 -2.140  0.200
H: 3.493 -2.211 -0.814  0.207
H: 3.486 -1.477 -2.344  0.209
H: 4.362 0.196 -1.098  0.222
H: 2.670 0.631 -0.703  0.214
H: 3.848 -0.158 0.158  0.202
H: -0.560 3.958 -0.603  0.458
H: 0.634 3.473 0.495  0.501
O: 0.350 3.830 -0.497  -0.963
H: -2.578 3.049 1.549  0.464
H: -2.622 1.631 2.047  0.463
O: -2.879 2.638 2.318  -0.928
H: -2.580 -3.255 -2.249  0.467
H: -2.573 -1.796 -1.797  0.472
O: -3.190 -2.608 -1.817  -0.938
H: -3.091 -0.835 1.948  0.443
H: -3.944 -1.301 0.888  0.478
O: -3.179 -1.502 1.419  -0.910
H: -1.082 1.937 0.303  0.505
H: -1.966 2.488 -0.996  0.471
O: -1.800 1.768 -0.377  -1.012

Results
structure (SMILES)	CCCCCCO.O.O.O.O.O
LUMO level	0.17	eV
E_HOMO	-10.404	eV
energy above the lowest of the compared OMol25 structures with the same formula, charge and spin	4.7771	eV
largest force on an atom	8.078	eV/Å

***

No. 5
Entry from the Open Molecules 2025 dataset: C9H13FN2 as an isolated structure in a non-equilibrium geometry (the ωB97M-V functional and the def2-TZVPD basis).

Last column: natural (NBO) charge in e.
CARTESIAN COORDINATES (ANGSTROEM)
C: 0.556 -2.911 2.173  -0.663
C: 0.015 -2.013 0.991  0.011
C: -1.372 -2.087 0.508  -0.330
C: -1.718 -1.273 -0.644  0.406
C: 0.199 0.015 -0.289  0.261
C: 1.120 1.086 -0.951  -0.454
C: 0.407 2.370 -0.501  -0.445
C: 1.183 3.758 -0.756  0.051
C: 0.745 -0.872 0.609  -0.344
H: 1.920 -2.794 2.609  0.266
H: 0.382 -4.287 1.568  0.228
H: -0.416 -2.590 3.267  0.248
H: -1.973 -2.809 0.898  0.201
H: -2.648 -0.644 -2.088  0.422
H: -3.723 -1.750 -0.905  0.420
H: 2.138 1.100 -0.269  0.232
H: 1.132 0.783 -2.121  0.247
H: -0.739 2.558 -0.986  0.236
H: 0.276 2.301 0.713  0.215
H: 0.730 4.618 -0.302  0.163
H: 1.331 4.129 -1.850  0.153
H: 1.760 -0.849 0.927  0.212
N: -2.807 -1.362 -1.347  -0.813
N: -1.010 -0.143 -0.803  -0.544
F: 2.511 3.665 -0.451  -0.377

Results
LUMO level	0.50	eV
E_HOMO	-8.117	eV
energy above the lowest of the compared OMol25 structures with the same formula, charge and spin	7.0018	eV
largest force on an atom	6.899	eV/Å

***

No. 6
Entry from the Open Molecules 2025 dataset: one molecule with the formula C5H8O (the ωB97M-V functional and the def2-TZVPD basis).

Last column: natural (NBO) charge in e.
CARTESIAN COORDINATES (ANGSTROEM)
C: -1.046 -2.205 -0.145  -0.629
C: -0.981 -0.775 0.331  -0.067
O: 0.372 -0.281 0.173  -0.454
C: 0.507 0.965 0.576  0.356
C: 1.440 1.901 0.203  -0.520
C: 2.745 1.772 -0.298  -0.178
H: -2.063 -2.595 -0.020  0.222
H: -0.782 -2.267 -1.204  0.224
H: -0.360 -2.830 0.431  0.223
H: -1.274 -0.683 1.384  0.181
H: -1.641 -0.133 -0.264  0.183
H: -0.303 1.298 1.232  0.157
H: 0.980 2.877 0.380  0.197
H: 3.015 2.788 -0.668  0.104

Results
LUMO level (alpha / beta)	-0.43 / -0.43	eV
E_HOMO (alpha / beta)	-7.762 / -7.763	eV
energy above the lowest of the compared OMol25 structures with the same formula, charge and spin	4.9026	eV
largest force on an atom	0.447	eV/Å

***

No. 7
Entry from the Open Molecules 2025 dataset: one molecule with the formula C2H4N4O2 in a non-equilibrium geometry (the ωB97M-V functional and the def2-TZVPD basis).

Last column: natural (NBO) charge in e.
CARTESIAN COORDINATES (ANGSTROEM)
C: -1.868 0.655 0.109  -0.253
C: 1.322 -0.664 -0.471  0.598
H: -2.313 1.550 -0.298  0.203
H: -1.920 0.619 1.222  0.198
H: -2.266 -0.235 -0.329  0.188
H: 0.730 -0.535 -2.176  0.349
N: 0.232 -0.181 0.284  -0.066
N: 0.826 0.150 1.547  -0.020
N: 1.927 -0.345 1.723  0.164
N: 1.523 -0.906 -1.664  -0.658
O: -0.500 0.843 -0.349  -0.343
O: 2.308 -0.951 0.401  -0.361

Results
structure (SMILES)	[H]/N=c1/onnn1OC
LUMO level	0.27	eV
E_HOMO	-10.174	eV
energy above the lowest of the compared OMol25 structures with the same formula, charge and spin	4.2369	eV
largest force on an atom	2.831	eV/Å

***

No. 8
Entry from the Open Molecules 2025 dataset: C3Li2O3Yb as an isolated structure in a non-equilibrium geometry (the ωB97M-V functional and the def2-TZVPD basis).

Last column: Löwdin spin population.
CARTESIAN COORDINATES (ANGSTROEM)
O: 0.749 0.920 -2.242  0.004
C: 0.873 0.157 -1.256  0.016
O: 1.895 -0.574 -1.049  0.112
Yb: 1.960 -1.778 0.759  1.736
Li: -0.897 1.752 -1.954  0.009
C: -0.177 0.143 -0.241  0.051
C: -0.851 0.056 0.799  0.038
O: -1.476 0.056 1.844  0.011
Li: -2.074 -0.732 3.341  0.023

Results
spin multiplicity	3
LUMO level (alpha / beta)	-8.26 / -11.25	eV
E_HOMO (alpha / beta)	-15.289 / -16.642	eV
charge	+2
<S²>	2.00
largest force on an atom	3.165	eV/Å

***

no.,calculated total energy (eV)
1,-24957.03429
2,-235807.58562
3,-8294.33276
4,-18892.23559
5,-15234.59152
6,-7357.35266
7,-12189.25075
8,-41175.67556